{"formula": "C34H90BO38", "method": "ωB97M-V with the def2-TZVPD basis set", "symbols": ["O", "C", "O", "B", "O", "C", "O", "O", "C", "O", "C", "O", "O", "C", "C", "O", "O", "H", "H", "H", "H", "H", "H", "C", "C", "O", "O", "H", "H", "H", "H", "H", "H", "C", "C", "O", "O", "H", "H", "H", "H", "H", "H", "C", "C", "O", "O", "H", "H", "H", "H", "H", "H", "C", "C", "O", "O", "H", "H", "H", "H", "H", "H", "C", "C", "O", "O", "H", "H", "H", "H", "H", "H", "C", "C", "O", "O", "H", "H", "H", "H", "H", "H", "C", "C", "O", "O", "H", "H", "H", "H", "H", "H", "C", "C", "O", "O", "H", "H", "H", "H", "H", "H", "C", "C", "O", "O", "H", "H", "H", "H", "H", "H", "C", "C", "O", "O", "H", "H", "H", "H", "H", "H", "C", "C", "O", "O", "H", "H", "H", "H", "H", "H", "C", "C", "O", "O", "H", "H", "H", "H", "H", "H", "C", "C", "O", "O", "H", "H", "H", "H", "H", "H", "C", "C", "O", "O", "H", "H", "H", "H", "H", "H"], "coordinates": [[-12.75618, 4.12567, 13.78551], [-13.30464, 5.22168, 13.64436], [-12.80216, 6.27348, 13.17771], [-13.84770, 7.26558, 12.96120], [-15.07898, 6.68670, 13.57229], [-14.83141, 5.48487, 13.89989], [-15.60785, 4.60096, 14.25897], [-14.11780, 7.57126, 11.53390], [-13.93372, 8.88122, 11.35093], [-14.24172, 9.58886, 10.37722], [-13.67193, 9.50684, 12.72773], [-13.67132, 8.54552, 13.64468], [-13.57379, 10.73801, 12.88795], [-10.54014, 6.57142, 9.19367], [-12.02315, 6.91485, 8.94875], [-12.39253, 7.00456, 7.55455], [-10.30454, 6.28744, 10.49766], [-9.91025, 7.43523, 8.98113], [-10.22172, 5.61791, 8.77233], [-12.16237, 7.94000, 9.29195], [-12.59799, 6.24664, 9.58996], [-12.72191, 7.88576, 7.36324], [-10.39544, 5.33963, 10.62012], [-11.50847, 10.03213, 16.41521], [-12.56616, 9.71644, 17.52160], [-13.82646, 9.26759, 16.98874], [-11.49847, 9.01723, 15.45269], [-10.52759, 10.06284, 16.88958], [-11.64626, 11.04495, 16.03667], [-12.71306, 10.59255, 18.15321], [-12.23840, 8.98451, 18.25981], [-14.47672, 9.12456, 17.68034], [-12.42387, 8.79353, 15.32944], [-9.44937, 4.65143, 13.85261], [-9.52038, 3.19540, 13.57710], [-8.86629, 2.81110, 12.39053], [-8.05628, 5.04056, 14.06397], [-9.97018, 4.95627, 14.76031], [-9.92758, 5.22026, 13.05521], [-10.54769, 2.86034, 13.43406], [-9.14883, 2.53926, 14.36421], [-7.92635, 2.88821, 12.56985], [-7.75091, 4.32881, 14.63121], [-14.20290, 2.87628, 16.96909], [-15.75448, 2.73501, 17.02437], [-15.98355, 1.61585, 17.88209], [-13.73566, 3.75945, 17.96779], [-14.06056, 3.40697, 16.02771], [-13.62443, 1.95952, 17.08328], [-16.09426, 2.43726, 16.03240], [-16.25736, 3.67790, 17.23924], [-16.20598, 1.83291, 18.79039], [-14.39694, 4.45426, 18.00699], [-14.60408, -0.41089, 13.69604], [-14.07879, 0.84272, 13.06709], [-13.79911, 0.73044, 11.67340], [-13.62450, -1.39216, 13.71279], [-15.49265, -0.79027, 13.19144], [-14.91449, -0.28184, 14.73291], [-13.23231, 1.19527, 13.65639], [-14.80973, 1.64971, 13.11807], [-12.90633, 0.42149, 11.50283], [-13.33267, -1.42577, 12.79884], [-17.57100, 8.82418, 13.57841], [-17.90771, 7.67605, 14.52170], [-19.19226, 7.81250, 15.16123], [-18.22471, 8.57845, 12.38232], [-16.53381, 8.96411, 13.27383], [-17.84667, 9.79018, 14.00144], [-17.19467, 7.71577, 15.34517], [-17.99159, 6.71020, 14.02352], [-19.88153, 7.22608, 14.84089], [-19.09008, 8.18987, 12.52971], [-14.74295, 12.15938, 15.77731], [-16.21553, 11.92596, 16.36942], [-16.91476, 13.11204, 16.34877], [-14.00416, 13.28169, 16.30037], [-14.89605, 12.43436, 14.73374], [-14.11874, 11.26907, 15.70105], [-16.25464, 11.71222, 17.43755], [-16.76159, 11.18924, 15.78022], [-17.81433, 12.99976, 16.66463], [-13.25440, 13.35871, 15.70579], [-13.69415, 14.06888, 11.60518], [-13.28450, 12.93124, 10.54967], [-12.06323, 13.29539, 9.91281], [-14.12418, 15.22738, 10.78023], [-12.79519, 14.40617, 12.12113], [-14.34884, 13.63730, 12.36229], [-14.02531, 12.66219, 9.79674], [-13.09325, 11.97390, 11.03447], [-12.12272, 14.11619, 9.41850], [-13.94315, 16.07384, 11.19535], [-17.00464, 4.62814, 11.21344], [-15.89082, 3.69425, 10.80574], [-15.55269, 4.15207, 9.48760], [-18.22411, 3.94649, 10.83607], [-16.96629, 5.58371, 10.69046], [-17.04186, 4.82522, 12.28483], [-16.16384, 2.63951, 10.83888], [-15.06658, 3.76081, 11.51588], [-14.84527, 3.66406, 9.05982], [-18.30157, 3.94461, 9.87920], [-10.68101, 13.23028, 13.89490], [-9.43857, 12.67681, 14.61394], [-8.28375, 13.55782, 14.54264], [-11.49390, 13.80891, 14.86538], [-11.22886, 12.33235, 13.60910], [-10.51876, 13.85895, 13.01937], [-9.18244, 11.79574, 14.02554], [-9.77831, 12.34995, 15.59671], [-7.74916, 13.24665, 15.27679], [-11.05059, 14.56952, 15.24821], [-13.04433, 10.57287, 7.58954], [-11.80287, 10.75748, 6.85348], [-12.05477, 10.65008, 5.41970], [-13.80469, 9.44858, 7.35764], [-13.75184, 11.34023, 7.27538], [-12.87545, 10.76940, 8.64829], [-11.17590, 9.91788, 7.15362], [-11.29596, 11.67727, 7.14524], [-12.87524, 10.15423, 5.36908], [-14.69718, 9.51810, 7.70437], [-11.74068, 3.17415, 10.40381], [-12.34181, 3.16855, 8.99878], [-13.48316, 2.37408, 8.86475], [-10.35202, 3.62708, 10.35501], [-11.67713, 2.16830, 10.81892], [-12.33447, 3.73860, 11.12278], [-11.57522, 2.87252, 8.28267], [-12.69397, 4.15733, 8.70487], [-13.46436, 1.59906, 9.43097], [-9.87562, 3.33070, 11.13399], [-15.98720, 6.50316, 17.32107], [-16.93619, 7.47812, 17.96943], [-16.30375, 8.77037, 18.16139], [-15.26378, 5.84286, 18.33004], [-15.25763, 6.94403, 16.64177], [-16.57979, 5.76359, 16.78258], [-17.37052, 6.97084, 18.83089], [-17.85437, 7.60324, 17.39550], [-16.91116, 9.33501, 18.64496], [-15.09237, 6.44606, 19.05693], [-17.70283, 12.55037, 11.36292], [-16.85441, 11.61509, 10.46146], [-17.63414, 10.41505, 10.28165], [-17.86512, 12.25247, 12.72336], [-18.64034, 12.88179, 10.91644], [-17.04888, 13.42241, 11.36371], [-15.97557, 11.30884, 11.02887], [-16.59579, 12.05829, 9.49980], [-17.72144, 9.95563, 11.12005], [-17.65694, 13.05226, 13.21183], [-19.04040, 3.29613, 13.97591], [-19.72606, 2.52068, 15.13221], [-21.06421, 2.90527, 15.36524], [-19.32598, 2.64670, 12.76056], [-17.96643, 3.27143, 14.16057], [-19.39976, 4.31871, 14.09116], [-19.05488, 2.76303, 15.95615], [-19.52481, 1.44964, 15.11048], [-21.59232, 2.29411, 14.84641], [-18.88695, 3.16886, 12.08512]], "atomic_forces_ev_per_a": [[-0.8, 2.0, -0.1], [-0.8, -4.8, 1.2], [1.3, 2.7, -1.2], [-1.0, 0.6, -0.1], [-0.4, 1.1, -0.5], [-0.2, -3.9, 0.8], [0.9, 1.7, -0.2], [0.9, 0.8, -0.1], [-2.3, 1.5, -1.7], [1.3, -2.4, 2.2], [0.6, 3.3, 0.3], [0.6, 0.9, -0.6], [-0.2, -3.6, 0.2], [-0.3, -0.3, -1.2], [0.7, 1.4, -0.8], [0.6, -1.5, 0.6], [0.0, 0.9, 3.5], [0.1, -0.2, -0.8], [-0.1, 0.4, -1.8], [-0.1, -0.1, 0.8], [-0.6, -0.2, -0.5], [-0.4, 0.1, 0.3], [0.1, -0.4, 0.0], [-0.7, -0.6, 1.4], [-0.3, 0.2, 0.6], [1.2, 0.3, -0.8], [0.2, 0.3, 0.0], [0.1, -0.2, 0.2], [-0.5, 0.0, -0.5], [-0.1, 0.6, -0.3], [0.6, -0.5, -0.4], [-0.1, 0.1, 0.2], [-0.3, -0.2, -0.4], [0.6, 1.0, 0.8], [-1.3, -1.2, 0.2], [0.7, -0.2, -0.3], [-0.8, -0.4, -0.7], [-0.4, -0.4, 0.1], [0.6, 0.1, -0.2], [-0.2, 0.4, 0.2], [0.2, 0.3, 0.6], [0.2, 0.2, -0.4], [0.4, 0.2, 0.3], [-1.1, 2.0, -0.6], [2.1, -1.7, -0.1], [-1.2, -0.2, 0.2], [0.4, -0.7, 0.6], [0.6, -0.6, -0.6], [-0.5, -0.2, -0.4], [-0.1, -0.1, 0.0], [0.0, -0.1, 0.5], [0.1, 0.4, -0.1], [0.2, 0.5, 0.3], [-1.0, 0.1, 0.3], [-0.5, 1.2, 0.4], [0.1, -0.5, -0.3], [1.0, -0.9, -0.2], [-0.2, 0.1, -0.4], [0.1, 0.5, 0.1], [0.3, 0.0, -0.2], [-0.2, 0.0, 0.2], [0.1, 0.0, 0.3], [0.3, -0.5, -0.1], [-0.3, -0.3, 0.4], [-0.1, 0.1, 0.8], [-0.2, 1.1, 0.4], [-0.7, 0.2, -1.8], [0.3, -0.6, 0.6], [-0.4, 0.1, 0.3], [0.2, -0.5, -0.2], [1.1, 0.0, -0.2], [0.4, -0.2, -0.3], [-0.1, 0.2, 0.1], [-1.2, 0.7, -0.8], [2.0, -0.1, 0.6], [-0.8, 2.6, -1.1], [-0.9, -0.8, 0.9], [-0.5, -0.2, -0.3], [-0.4, -0.2, 0.7], [0.9, -1.2, 0.1], [0.5, -0.5, -0.1], [0.1, -0.2, 0.0], [0.4, 0.2, -0.1], [1.0, -0.3, -2.3], [0.4, 1.1, 1.0], [0.5, -0.4, 0.0], [-0.4, -1.4, 0.5], [0.2, -0.4, 0.0], [-0.8, 0.5, -0.3], [-0.5, 0.7, 0.1], [0.1, 0.3, 0.4], [-0.5, 0.1, 0.1], [0.1, -0.3, 0.4], [-0.7, -1.0, -0.2], [1.2, 1.0, -0.5], [-0.5, 0.2, 0.3], [-0.3, 0.9, 0.1], [0.4, -0.1, 0.0], [-0.1, -0.3, 0.0], [-0.5, 0.0, -0.2], [0.5, 0.3, -0.1], [0.1, -0.7, 0.3], [0.1, 0.0, -0.1], [0.7, -1.3, 0.9], [0.2, -0.1, -2.6], [-1.1, -0.4, 1.0], [-1.3, 1.2, 0.6], [-0.1, 0.1, -0.4], [0.3, 0.0, 0.0], [0.2, -0.4, 0.2], [0.4, 0.4, 0.2], [0.5, 0.3, 0.0], [0.0, 0.1, 0.0], [-2.4, 3.2, 1.6], [0.5, -1.9, -1.5], [0.5, 0.6, 1.0], [0.6, -2.6, -1.0], [0.3, 1.1, 0.1], [0.2, -0.3, 0.2], [0.6, -0.1, -0.2], [-0.3, 0.1, -0.3], [-0.1, -0.2, -0.2], [0.2, 0.2, 0.3], [1.2, -0.2, 0.2], [0.7, 0.6, 0.1], [-0.8, -0.6, -0.1], [-1.8, 0.3, -1.0], [-0.4, -0.4, -0.2], [0.0, 0.3, -0.1], [0.2, -0.1, 0.0], [0.4, 0.2, 0.1], [0.1, -0.1, 0.2], [0.4, -0.3, 0.4], [-0.2, 0.4, 0.1], [-0.9, 0.5, -1.0], [-0.3, -1.1, 0.5], [0.1, -0.4, 0.6], [-0.3, 0.4, -0.3], [0.1, -0.1, -0.1], [0.7, 0.3, 0.9], [0.2, 0.3, -0.7], [0.0, 0.1, 0.0], [0.2, 0.1, 0.0], [2.0, 2.2, -1.3], [-2.2, -1.7, 2.4], [0.4, 0.4, -1.4], [-0.2, -1.2, 0.5], [-0.2, -0.5, -0.2], [-0.1, 0.7, -0.3], [0.5, 0.5, -0.2], [-0.2, 0.0, 0.1], [-0.1, -0.2, 0.3], [0.0, -0.2, 0.1], [-0.6, -1.9, 1.0], [2.1, 0.9, -0.1], [0.2, -0.5, 0.1], [-0.5, 0.2, 0.8], [0.2, 0.2, 0.1], [-0.1, 0.3, -0.5], [-0.7, 0.6, 0.8], [-0.6, -0.3, -0.7], [-0.2, 0.1, -0.1], [0.0, -0.1, -0.9]], "gap_ha": 0.318, "charge": -1, "spin_multiplicity": 1, "relative_energy_kcal_mol": 116.2, "e_tot_ev": -115196.5358, "homo_ev": -6.993}